Molecular formula: C36H60ClIN5O12PS5
Method: DFT, ωB97M-V with the def2-TZVPD basis set

**LUMO**: -0.45 eV
**Highest occupied orbital energy**: -0.309 Eh
**SMILES**: [H]/N=C(\N)NCCCCc1nc2c(COC)c(CC=O)c(CCCI)c(Cl)c2nc1P(O)(O)=S.O=S1(=O)CCCC1.O=S1(=O)CCCC1.O=S1(=O)CCCC1.O=S1(=O)CCCC1
**Frontier orbital gap**: 0.2920 hartree
**DFT total energy**: -5674.603391 hartree
**Charge**: 0

Each atom is followed by the atoms it is bonded to, with distances in Å.
Atoms and positions in Å:
1 H 8.2633 -1.6554 -1.5082  N2 1.022
2 N 7.3966 -1.8592 -2.0091  H1 1.022, C3 1.265
3 C 6.7121 -0.7961 -2.0347  N2 1.265, N4 1.454, N5 1.427
4 N 7.1289 0.4647 -1.4418  C3 1.454, H35 1.016, H36 1.014
5 N 5.4615 -0.7913 -2.7211  C3 1.427, C6 1.484, H37 1.016
6 C 4.4189 -0.0571 -1.9628  N5 1.484, C7 1.525, H38 1.095, H39 1.090
7 C 3.0517 -0.7075 -2.1426  C6 1.525, C8 1.527, H40 1.094, H41 1.096
8 C 2.4805 -0.4817 -3.5406  C7 1.527, C9 1.529, H42 1.092, H43 1.098
9 C 1.2000 -1.2688 -3.8200  C8 1.529, C10 1.526, H44 1.091, H45 1.093
10 C 0.0300 -0.7331 -2.9995  C9 1.526, N11 1.303, C30 1.439
11 N 0.1449 0.4585 -2.4839  C10 1.303, C12 1.367
12 C -0.9087 0.8711 -1.7173  N11 1.367, C13 1.423, C28 1.400
13 C -0.8533 2.1549 -1.1058  C12 1.423, C14 1.517, C17 1.380
14 C 0.3537 3.0398 -1.3560  C13 1.517, O15 1.417, H46 1.093, H47 1.090
15 O 0.0807 4.1508 -2.1918  C14 1.417, C16 1.415
16 C -0.4691 3.7754 -3.4404  O15 1.415, H48 1.090, H49 1.095, H50 1.097
17 C -1.8798 2.5903 -0.2924  C13 1.380, C18 1.517, C21 1.445
18 C -1.7977 3.9461 0.3838  C17 1.517, C19 1.519, H51 1.089, H52 1.089
19 C -2.3513 5.0609 -0.4874  C18 1.519, O20 1.204, H53 1.111
20 O -1.7058 6.0250 -0.8105  C19 1.204
21 C -3.0333 1.7560 -0.0440  C17 1.445, C22 1.512, C26 1.373
22 C -4.1546 2.1920 0.8716  C21 1.512, C23 1.541, H54 1.094, H55 1.086
23 C -4.2331 1.4169 2.2007  C22 1.541, C24 1.525, H56 1.090, H57 1.090
24 C -2.9048 1.2339 2.9262  C23 1.525, I25 2.141, H58 1.088, H59 1.087
25 I -2.3385 2.9333 4.0999  C24 2.141
26 C -3.0792 0.5356 -0.6708  C21 1.373, Cl27 1.736, C28 1.413
27 Cl -4.4514 -0.4993 -0.4256  C26 1.736
28 C -2.0368 0.0703 -1.5040  C12 1.400, C26 1.413, N29 1.360
29 N -2.1532 -1.1515 -2.0903  C28 1.360, C30 1.302
30 C -1.1453 -1.5429 -2.8156  C10 1.439, N29 1.302, P31 1.838
31 P -1.3542 -3.2191 -3.5403  C30 1.838, O32 1.602, O33 1.604, S34 1.910
32 O -2.9360 -3.3574 -3.7505  P31 1.602, H60 0.969
33 O -0.7117 -3.2665 -5.0087  P31 1.604, H61 0.967
34 S -0.7438 -4.6041 -2.3748  P31 1.910
35 H 7.9091 0.7806 -2.0111  N4 1.016
36 H 7.5230 0.2748 -0.5268  N4 1.014
37 H 5.6010 -0.2725 -3.5836  N5 1.016
38 H 4.3542 0.9891 -2.2804  C6 1.095
39 H 4.6576 -0.0569 -0.8991  C6 1.090
40 H 3.0858 -1.7809 -1.9363  C7 1.094
41 H 2.3893 -0.2647 -1.3909  C7 1.096
42 H 2.3639 0.5808 -3.7660  C8 1.092
43 H 3.2416 -0.8430 -4.2444  C8 1.098
44 H 1.3272 -2.3210 -3.5608  C9 1.091
45 H 0.9524 -1.1378 -4.8763  C9 1.093
46 H 1.1516 2.4557 -1.8215  C14 1.093
47 H 0.7419 3.4114 -0.4080  C14 1.090
48 H -0.2218 4.5282 -4.1885  C16 1.090
49 H -0.0746 2.8094 -3.7718  C16 1.095
50 H -1.5620 3.7235 -3.3613  C16 1.097
51 H -2.3477 3.9321 1.3236  C18 1.089
52 H -0.7710 4.1857 0.6572  C18 1.089
53 H -3.3987 4.9157 -0.8282  C19 1.111
54 H -5.1039 2.0272 0.3531  C22 1.094
55 H -4.1221 3.2601 1.0677  C22 1.086
56 H -4.6766 0.4287 2.0750  C23 1.090
57 H -4.9103 1.9689 2.8528  C23 1.090
58 H -2.0718 1.0050 2.2653  C24 1.088
59 H -2.9892 0.4132 3.6339  C24 1.087
60 H -3.2029 -2.6761 -4.3851  O32 0.969
61 H -1.0227 -2.5587 -5.5895  O33 0.967
62 O -0.3431 0.3041 4.5310  S63 1.441
63 S -0.1803 -0.4069 5.7735  O62 1.441, O64 1.442, C65 1.790, C68 1.797
64 O -0.8056 -1.6885 5.9869  S63 1.442
65 C 1.5673 -0.5239 6.1416  S63 1.790, C66 1.525, H69 1.087, H70 1.090
66 C 1.8694 0.7449 6.9326  C65 1.525, C67 1.535, H71 1.089, H72 1.092
67 C 0.7026 0.9159 7.9151  C66 1.535, C68 1.534, H73 1.092, H74 1.089
68 C -0.5956 0.7005 7.1269  S63 1.797, C67 1.534, H75 1.087, H76 1.089
69 H 2.1280 -0.6044 5.2134  C65 1.087
70 H 1.7165 -1.4162 6.7490  C65 1.090
71 H 2.8262 0.6737 7.4480  C66 1.089
72 H 1.9122 1.6026 6.2577  C66 1.092
73 H 0.7822 0.1688 8.7077  C67 1.092
74 H 0.7137 1.8966 8.3882  C67 1.089
75 H -1.3743 0.2407 7.7299  C68 1.087
76 H -0.9652 1.6274 6.6915  C68 1.089
77 O 11.0587 2.8738 -1.6233  S78 1.439
78 S 10.3086 2.3379 -0.5180  O77 1.439, O79 1.444, C80 1.789, C83 1.799
79 O 9.8991 0.9531 -0.4840  S78 1.444
80 C 11.1635 2.7337 1.0033  S78 1.789, C81 1.525, H84 1.087, H85 1.090
81 C 10.6054 4.0959 1.4032  C80 1.525, C82 1.535, H86 1.089, H87 1.092
82 C 9.0918 4.0184 1.1594  C81 1.535, C83 1.534, H88 1.092, H89 1.089
83 C 8.8804 3.3928 -0.2255  S78 1.799, C82 1.534, H90 1.088, H91 1.088
84 H 12.2362 2.7362 0.8250  C80 1.087
85 H 10.9056 1.9688 1.7352  C80 1.090
86 H 10.8370 4.3308 2.4409  C81 1.089
87 H 11.0415 4.8756 0.7752  C81 1.092
88 H 8.6323 3.3874 1.9228  C82 1.092
89 H 8.6224 4.9988 1.2201  C82 1.089
90 H 7.9774 2.7876 -0.2714  C83 1.088
91 H 8.8610 4.1457 -1.0110  C83 1.088
92 O -6.5567 1.3648 4.5348  S93 1.441
93 S -5.9130 0.6687 5.6205  O92 1.441, O94 1.440, C95 1.791, C98 1.801
94 O -4.9010 1.3029 6.4253  S93 1.440
95 C -7.1824 -0.0103 6.6851  S93 1.791, C96 1.525, H99 1.087, H100 1.090
96 C -7.4719 -1.3874 6.0966  C95 1.525, C97 1.535, H101 1.089, H102 1.092
97 C -6.1041 -1.9918 5.7502  C96 1.535, C98 1.533, H103 1.092, H104 1.089
98 C -5.2978 -0.9128 5.0174  S93 1.801, C97 1.533, H105 1.088, H106 1.089
99 H -8.0438 0.6533 6.6886  C95 1.087
100 H -6.7633 -0.0886 7.6879  C95 1.090
101 H -8.0242 -2.0114 6.7977  C96 1.089
102 H -8.0722 -1.2862 5.1898  C96 1.092
103 H -5.5882 -2.2762 6.6693  C97 1.092
104 H -6.2011 -2.8879 5.1395  C97 1.089
105 H -4.2328 -0.9810 5.2293  C98 1.088
106 H -5.4657 -0.9459 3.9422  C98 1.089
107 O -5.8431 -3.7845 -6.4965  S108 1.442
108 S -4.7369 -4.7090 -6.4871  O107 1.442, O109 1.443, C110 1.788, C113 1.802
109 O -3.5159 -4.3947 -5.7854  S108 1.443
110 C -5.3262 -6.3117 -5.9565  S108 1.788, C111 1.525, H114 1.087, H115 1.090
111 C -5.7651 -6.9998 -7.2452  C110 1.525, C112 1.534, H116 1.089, H117 1.092
112 C -4.6761 -6.6885 -8.2800  C111 1.534, C113 1.534, H118 1.092, H119 1.089
113 C -4.3689 -5.1889 -8.1841  S108 1.802, C112 1.534, H120 1.087, H121 1.088
114 H -6.1303 -6.1797 -5.2366  C110 1.087
115 H -4.4885 -6.8315 -5.4921  C110 1.090
116 H -5.8911 -8.0715 -7.0999  C111 1.089
117 H -6.7206 -6.5896 -7.5792  C111 1.092
118 H -3.7782 -7.2640 -8.0469  C112 1.092
119 H -4.9862 -6.9606 -9.2878  C112 1.089
120 H -3.3247 -4.9691 -8.3920  C113 1.087
121 H -5.0091 -4.6016 -8.8398  C113 1.088